(1)
This record from the OMol25 dataset describes a molecular structure, C30H48IrP2Se. The level of theory is ωB97M-V/def2-TZVPD.

Each line ends with the Mulliken spin population.
Atoms and positions in Å:
Ir (-0.508, 0.295, -0.484)  0.767
C (-2.433, 1.013, 0.028)  0.194
C (-2.800, -0.352, -0.436)  0.338
C (-2.703, -0.372, 1.885)  0.070
C (-2.505, 0.945, 1.505)  0.279
C (-2.930, -1.165, 0.726)  0.151
C (-2.877, 2.263, -0.657)  -0.013
H (-3.068, 2.136, -1.723)  0.002
H (-2.158, 3.079, -0.546)  0.003
H (-3.811, 2.584, -0.178)  0.006
C (-2.674, 2.121, 2.367)  0.056
H (-2.481, 3.056, 1.831)  0.001
H (-1.979, 2.085, 3.211)  -0.002
H (-3.691, 2.138, 2.790)  0.012
C (-2.844, -0.802, 3.303)  -0.012
H (-3.781, -0.411, 3.719)  0.011
H (-2.024, -0.413, 3.924)  0.011
H (-2.859, -1.891, 3.396)  -0.001
C (-3.522, -2.534, 0.771)  0.000
H (-4.544, -2.465, 1.180)  0.008
H (-2.962, -3.225, 1.417)  0.004
H (-3.594, -2.973, -0.235)  -0.004
C (-3.484, -0.654, -1.729)  0.007
H (-4.561, -0.773, -1.546)  0.011
H (-3.134, -1.582, -2.186)  0.006
H (-3.370, 0.149, -2.456)  -0.003
C (2.912, 1.395, -2.686)  0.161
C (1.777, 1.706, -3.470)  0.618
C (1.613, 1.082, -4.837)  0.012
C (1.700, -0.467, -4.851)  -0.009
C (1.345, -1.155, -3.527)  0.025
C (2.272, -1.420, -2.590)  -0.018
C (3.731, -1.078, -2.857)  -0.003
C (3.972, 0.429, -3.187)  0.002
H (2.405, 1.523, -5.482)  0.018
H (2.738, -0.727, -5.116)  -0.002
H (0.669, 1.415, -5.279)  0.013
H (4.118, 0.550, -4.278)  0.010
H (3.306, 2.104, -1.934)  0.010
H (1.192, 2.632, -3.361)  0.028
H (4.927, 0.747, -2.739)  0.001
H (4.369, -1.360, -2.011)  0.000
H (2.098, -2.199, -1.842)  0.007
H (4.130, -1.682, -3.697)  -0.002
H (1.056, -0.861, -5.655)  0.000
H (0.348, -1.633, -3.505)  0.010
P (1.253, 1.303, -1.439)  0.128
P (0.474, -1.524, 0.514)  0.150
C (2.491, 0.364, -0.229)  0.267
C (2.174, -0.900, 0.560)  0.015
H (2.940, 1.141, 0.396)  0.002
H (3.293, 0.081, -0.918)  -0.030
H (2.745, -1.735, 0.154)  0.007
H (2.466, -0.766, 1.602)  0.000
C (0.139, -2.376, 2.071)  0.022
H (-0.910, -2.707, 2.138)  -0.003
H (0.390, -1.735, 2.929)  -0.018
H (0.802, -3.257, 2.050)  0.007
C (-0.055, -2.697, -0.780)  0.024
H (0.784, -3.305, -1.118)  0.000
H (-0.481, -2.135, -1.627)  0.002
H (-0.837, -3.347, -0.366)  0.002
C (1.119, 3.098, -1.087)  0.004
H (0.101, 3.502, -1.175)  -0.001
H (1.748, 3.698, -1.752)  0.006
H (1.483, 3.288, -0.078)  -0.001
C (-0.389, 0.998, -2.561)  0.172
H (-1.218, 0.370, -2.144)  -0.068
H (-0.169, 0.380, -3.433)  0.001
H (-0.823, 1.928, -2.933)  0.008
Se (0.472, 1.443, 2.119)  0.454
C (0.553, 0.780, 3.921)  0.001
C (1.537, -0.172, 4.307)  0.033
C (1.540, -0.736, 5.591)  -0.025
C (0.596, -0.358, 6.542)  0.048
C (-0.327, 0.642, 6.212)  -0.025
C (-0.330, 1.235, 4.942)  0.026
H (2.272, -0.491, 3.556)  0.003
H (2.291, -1.476, 5.842)  -0.001
H (0.578, -0.818, 7.528)  0.003
H (-1.066, 0.974, 6.950)  -0.001
H (-1.015, 2.060, 4.740)  0.000

Properties
* HOMO-LUMO gap (alpha / beta): 5.81 / 5.22 eV
* multiplicity: 5
* E_LUMO (alpha / beta): -2.4 / -4.5 eV
* energy above the lowest of the compared OMol25 structures with the same formula, charge and spin: 6.8277 eV
* net charge: +1

=====

(2)
This record from the OMol25 dataset describes a molecular structure, C30H48LuP2S. The level of theory is ωB97M-V/def2-TZVPD.

Each line ends with the Mulliken charge.
Atoms and positions in Å:
Lu (0.649, 1.746, -1.460)  0.500
C (0.844, -0.006, 0.116)  1.349
C (0.640, -0.539, -1.192)  0.769
C (2.613, 0.714, -1.249)  0.661
C (2.047, 0.776, 0.098)  0.150
C (1.696, -0.116, -2.045)  0.608
C (0.153, -0.594, 1.307)  -0.933
H (-0.532, -1.399, 1.021)  0.212
H (-0.453, 0.162, 1.819)  -0.227
H (0.829, -1.063, 2.042)  0.324
C (2.751, 1.083, 1.372)  -1.309
H (2.089, 0.890, 2.219)  -0.125
H (3.031, 2.136, 1.434)  0.322
H (3.636, 0.447, 1.518)  0.367
C (4.053, 0.872, -1.606)  -1.509
H (4.696, 0.428, -0.823)  0.321
H (4.395, 1.921, -1.756)  0.290
H (4.230, 0.309, -2.537)  0.405
C (1.837, -0.787, -3.376)  -1.801
H (2.704, -1.462, -3.413)  0.348
H (1.891, -0.077, -4.219)  0.308
H (0.956, -1.420, -3.541)  0.464
C (-0.324, -1.622, -1.527)  -1.994
H (0.126, -2.407, -2.158)  0.628
H (-1.195, -1.223, -2.072)  0.487
H (-0.652, -2.143, -0.618)  0.274
C (-3.407, 0.592, 1.343)  -0.725
C (-3.540, -0.744, 1.357)  -0.736
C (-3.578, -1.566, 0.116)  -0.243
C (-4.898, -1.303, -0.665)  -0.947
C (-4.669, -0.774, -2.042)  -0.213
C (-3.874, 0.284, -2.245)  -0.786
C (-2.959, 0.874, -1.202)  1.739
C (-3.613, 1.452, 0.129)  -0.249
H (-3.492, -2.644, 0.353)  0.599
H (-5.464, -0.550, -0.089)  0.379
H (-2.706, -1.289, -0.514)  -0.571
H (-4.692, 1.656, -0.062)  0.304
H (-3.251, 1.115, 2.298)  0.524
H (-3.594, -1.297, 2.280)  0.463
H (-3.113, 2.427, 0.344)  0.243
H (-2.117, 0.198, -0.948)  -1.247
H (-3.783, 0.726, -3.253)  0.373
H (-2.537, 1.747, -1.717)  0.123
H (-5.530, -2.201, -0.740)  0.359
H (-5.245, -1.205, -2.888)  0.381
P (-4.035, 3.491, -2.789)  0.968
P (-1.537, 4.085, -4.767)  0.405
C (-4.299, 4.659, -4.231)  -1.013
C (-2.989, 5.289, -4.767)  -0.998
H (-5.023, 5.453, -3.948)  0.531
H (-4.813, 4.105, -5.049)  0.426
H (-3.171, 5.718, -5.777)  0.496
H (-2.701, 6.111, -4.106)  0.432
C (-0.611, 5.189, -5.955)  -1.176
H (0.214, 4.643, -6.423)  0.367
H (-0.170, 6.016, -5.387)  0.370
H (-1.230, 5.634, -6.751)  0.358
C (-2.341, 3.009, -6.084)  -1.051
H (-2.935, 3.571, -6.827)  0.351
H (-3.003, 2.280, -5.604)  0.182
H (-1.564, 2.442, -6.609)  0.405
C (-4.036, 4.752, -1.434)  -1.567
H (-3.251, 4.487, -0.716)  0.259
H (-4.994, 4.754, -0.896)  0.364
H (-3.837, 5.760, -1.825)  0.417
C (-5.826, 2.969, -2.565)  -1.354
H (-6.435, 3.120, -3.469)  0.444
H (-6.298, 3.517, -1.731)  0.363
H (-5.844, 1.899, -2.312)  0.207
S (0.256, 1.550, 3.920)  -0.142
C (0.377, 0.692, 5.340)  0.434
C (1.343, -0.328, 5.574)  -0.188
C (1.331, -1.045, 6.779)  -0.488
C (0.363, -0.757, 7.763)  -0.348
C (-0.538, 0.293, 7.569)  -0.479
C (-0.524, 1.029, 6.390)  -0.499
H (2.092, -0.540, 4.800)  0.341
H (2.078, -1.825, 6.949)  0.358
H (0.334, -1.355, 8.676)  0.374
H (-1.255, 0.552, 8.331)  0.373
H (-1.189, 1.849, 6.230)  0.415

Properties
* HOMO-LUMO gap (alpha / beta): 4.98 / 6.44 eV
* E_LUMO (alpha / beta): -4.1 / -4.1 eV
* net charge: +1